Entry 1:
DFT (ωB97M-V with the def2-TZVPD basis set) results for a 3-piece molecular cluster, C2H10N2O2 overall in a non-equilibrium geometry.

Geometry as XYZ:
```
16
Properties=species:S:1:pos:R:3:lowdin_charge:R:1
H -1.814 -0.523 0.532 0.08
N -0.821 -0.278 0.560 0.06
C -0.562 0.123 -0.638 -0.32
N 0.595 -0.091 -1.318 -0.04
C 0.969 -1.492 -1.514 -0.08
H -1.357 0.640 -1.195 0.13
H 0.682 0.497 -2.133 0.12
H 0.830 -2.053 -0.597 0.08
H 0.282 -1.926 -2.253 0.08
H 1.969 -1.678 -1.881 0.08
O 0.837 -0.935 2.624 -0.11
H 1.403 -0.251 2.961 0.00
H 0.278 -0.527 1.923 -0.04
O -1.280 3.074 0.729 -0.06
H -0.577 3.291 1.348 0.04
H -1.435 2.130 0.854 0.00
```

**SMILES**: [H]/N=C/NC.O.O
**E_tot**: -9310.4562 eV
**Energy above the lowest of the compared OMol25 structures with the same formula, charge and spin**: 107.4 kJ/mol
**Net charge**: 0
**Kohn-Sham gap**: 10.1 eV

---

Entry 2:
DFT (ωB97M-V with the def2-TZVPD basis set) results for a 2-piece molecular cluster, C4H11NO overall in a non-equilibrium geometry.

Geometry as XYZ:
```
17
Properties=species:S:1:pos:R:3:lowdin_charge:R:1
C 0.693 -1.039 -2.413 -0.01
C 1.120 -0.556 -1.133 -0.58
N 1.886 -1.248 -0.281 0.14
O 0.744 0.571 -0.714 -0.04
H 1.364 -0.668 -3.210 0.11
H -0.202 -0.589 -2.520 0.04
H 0.231 -2.097 -2.462 0.13
H 2.146 -0.774 0.666 0.17
H 2.476 -2.021 -0.543 0.10
C -0.887 1.515 1.191 -0.16
C -1.718 0.448 1.988 -0.14
H -0.177 2.156 1.797 0.07
H -0.357 1.232 0.340 -0.05
H -1.662 2.339 0.797 0.10
H -1.599 0.819 2.887 -0.01
H -2.745 0.509 1.767 0.04
H -1.311 -0.597 1.843 0.08
```

**SMILES**: CC(N)=O.CC
**E_tot**: -7862.3679 eV
**Energy above the lowest of the compared OMol25 structures with the same formula, charge and spin**: 210.9 kJ/mol
**Net charge**: 0
**Kohn-Sham gap**: 10.6 eV

---

Entry 3:
DFT (ωB97M-V with the def2-TZVPD basis set) results for one molecule with the formula C4H9NO2.

Geometry as XYZ:
```
16
Properties=species:S:1:pos:R:3:lowdin_charge:R:1
C -1.304 1.312 -0.254 -0.06
C -0.309 0.343 0.378 -0.34
C -0.772 -1.112 0.204 -0.25
O -0.211 -2.002 1.125 -0.06
N 1.003 0.616 -0.221 0.06
C 2.050 -0.214 -0.397 -0.33
O 2.109 -1.403 -0.123 0.01
H -1.000 2.355 -0.105 0.08
H -2.293 1.191 0.196 0.08
H -1.388 1.131 -1.332 0.09
H -0.249 0.524 1.460 0.15
H -1.854 -1.125 0.377 0.12
H -0.599 -1.418 -0.840 0.13
H 0.725 -2.079 0.865 0.05
H 1.183 1.580 -0.468 0.13
H 2.910 0.300 -0.863 0.13
```

**SMILES**: C[C@@H](CO)NC=O
**E_tot**: -9879.2519 eV
**Energy above the lowest of the compared OMol25 structures with the same formula, charge and spin**: 78.0 kJ/mol
**Net charge**: 0
**Kohn-Sham gap**: 10.6 eV

---

Entry 4:
DFT (ωB97M-V with the def2-TZVPD basis set) results for C3H2I3N as an isolated structure in a non-equilibrium geometry.

Geometry as XYZ:
```
9
Properties=species:S:1:pos:R:3:lowdin_charge:R:1
C -2.375 0.859 -0.131 -0.57
C 0.211 0.529 -0.103 -0.69
C -1.563 0.386 -1.156 -1.35
N -3.047 1.102 0.784 0.17
I 0.502 2.457 0.542 0.85
I -1.209 1.567 -2.871 0.80
I -1.990 -1.653 -1.714 0.78
H 0.132 -0.214 0.720 0.03
H 0.621 0.108 -0.974 -0.04
```

**E_tot**: -28932.5873 eV
**Energy above the lowest of the compared OMol25 structures with the same formula, charge and spin**: 111.7 kJ/mol
**Net charge**: 0
**Kohn-Sham gap**: 8.6 eV

---

Entry 5:
DFT (ωB97M-V with the def2-TZVPD basis set) results for C4H7LuO3 as an isolated structure in a non-equilibrium geometry.

Geometry as XYZ:
```
15
Properties=species:S:1:pos:R:3:lowdin_charge:R:1
H 0.905 -0.754 2.612 0.11
Lu -4.333 0.217 0.372 1.97
O -2.409 -0.915 0.973 -0.24
C -1.271 -0.852 1.407 -0.20
O -0.458 -1.825 1.451 0.06
C 0.894 -1.613 1.934 0.05
H 1.527 -1.397 1.050 0.12
H 1.193 -2.535 2.436 0.13
O 1.265 2.319 -0.332 0.41
C 0.451 1.690 -0.977 -0.08
C 0.685 1.146 -2.340 0.06
H -0.575 1.510 -0.542 0.18
H 1.737 1.214 -2.633 0.13
H 0.340 0.101 -2.361 0.13
H 0.047 1.694 -3.051 0.15
```

**E_tot**: -43985.6946 eV
**Multiplicity**: 2
**Net charge**: +3
**Kohn-Sham gap (alpha / beta)**: 7.6 / 5.1 eV

---

Entry 6:
DFT (ωB97M-V with the def2-TZVPD basis set) results for C39H36ClGdN3Si2 as an isolated structure in a non-equilibrium geometry.

Geometry as XYZ:
```
82
Properties=species:S:1:pos:R:3:lowdin_charge:R:1
C -1.602 -0.728 4.642 -0.22
C -2.164 -0.053 3.514 -0.21
C -2.338 -1.017 2.469 -0.19
H -2.473 0.990 3.473 0.11
C -1.873 -2.278 2.953 -0.21
C -1.425 -2.103 4.299 -0.22
H -1.049 -2.885 4.954 0.11
H -1.413 -0.284 5.620 0.11
H -2.813 -0.839 1.508 0.10
H -1.892 -3.217 2.398 0.10
Gd 0.205 -0.778 2.831 1.31
Si -0.861 -0.184 -3.906 0.76
C -0.420 1.315 -4.970 -0.37
C 0.911 1.582 -5.342 -0.12
H 1.690 0.830 -5.159 0.11
C 1.259 2.821 -5.894 -0.09
H 2.301 3.024 -6.151 0.10
C 0.279 3.796 -6.098 -0.09
H 0.552 4.767 -6.510 0.10
C -1.053 3.521 -5.776 -0.09
H -1.827 4.276 -5.945 0.11
C -1.403 2.289 -5.215 -0.12
H -2.438 2.086 -4.933 0.10
C -0.112 -1.648 -4.773 -0.32
C -0.383 -1.846 -6.138 -0.09
H -1.055 -1.162 -6.664 0.11
C 0.236 -2.890 -6.835 -0.08
H 0.009 -3.038 -7.892 0.11
C 1.151 -3.727 -6.187 -0.08
H 1.638 -4.534 -6.736 0.11
C 1.439 -3.519 -4.834 -0.08
H 2.164 -4.159 -4.328 0.10
C 0.806 -2.493 -4.125 -0.10
H 1.056 -2.320 -3.072 0.08
H -2.332 -0.273 -3.909 0.02
Si 0.496 0.619 -1.926 0.75
C -0.360 -0.931 -1.147 -0.39
C -1.752 -1.190 -1.265 -0.18
H -2.440 -0.436 -1.671 0.08
C -2.297 -2.439 -0.926 -0.07
H -3.371 -2.621 -1.066 0.12
C -1.476 -3.435 -0.399 -0.10
H -1.892 -4.407 -0.146 0.11
C -0.124 -3.170 -0.161 -0.11
H 0.518 -3.903 0.342 0.11
C 0.426 -1.942 -0.553 -0.21
H 1.485 -1.736 -0.384 0.05
C -0.568 2.034 -1.375 -0.36
C -1.625 1.881 -0.466 -0.12
H -1.747 0.944 0.085 0.07
C -2.550 2.919 -0.303 -0.09
H -3.405 2.768 0.365 0.10
C -2.372 4.123 -0.991 -0.09
H -3.096 4.928 -0.867 0.10
C -1.241 4.319 -1.800 -0.08
H -1.071 5.278 -2.296 0.11
C -0.327 3.283 -1.981 -0.11
H 0.557 3.415 -2.613 0.11
H 1.623 0.964 -1.065 -0.04
Cl 2.141 0.046 1.436 -0.03
N 1.866 0.332 6.113 0.13
C 1.464 1.410 5.314 -0.26
C 1.796 2.697 5.783 0.02
C 1.368 3.807 5.050 -0.02
C 0.620 3.590 3.883 -0.03
C 0.351 2.291 3.479 -0.13
N 0.766 1.195 4.184 -0.03
C 2.093 -1.002 5.779 -0.26
C 2.739 -1.845 6.695 0.02
C 3.004 -3.161 6.329 -0.02
C 2.632 -3.600 5.051 -0.04
C 1.983 -2.720 4.189 -0.13
N 1.693 -1.441 4.573 -0.04
H 2.258 0.595 7.006 0.14
H 2.374 2.768 6.701 0.12
H 1.614 4.811 5.384 0.12
H 0.242 4.425 3.286 0.12
H -0.202 2.083 2.549 0.10
H 3.013 -1.422 7.662 0.13
H 3.497 -3.842 7.020 0.13
H 2.828 -4.614 4.715 0.12
H 1.704 -2.997 3.161 0.11
```

**E_tot**: -94605.3545 eV
**Multiplicity**: 8
**Energy above the lowest of the compared OMol25 structures with the same formula, charge and spin**: 0.0 kJ/mol
**Net charge**: +1
**Kohn-Sham gap (alpha / beta)**: 5.2 / 6.8 eV

---

Entry 7:
DFT (ωB97M-V with the def2-TZVPD basis set) results for a 8-piece molecular cluster, C50H82ClN5O32P overall in a non-equilibrium geometry.

Geometry as XYZ:
```
171
Properties=species:S:1:pos:R:3:lowdin_charge:R:1
C 9.678 0.228 -4.956 -0.03
C 8.221 0.757 -5.012 -0.21
O 7.479 0.076 -4.002 -0.09
C 6.094 -0.004 -4.166 -0.28
C 5.210 1.246 -4.348 -0.02
C 5.405 2.165 -5.567 -0.33
O 5.911 3.442 -5.143 -0.05
C 4.052 2.445 -6.358 -0.22
N 3.998 3.711 -7.057 0.02
C 5.489 -0.663 -2.836 -0.10
C 6.396 -0.830 -1.595 -0.11
C 5.723 -0.380 -0.261 -0.17
C 6.724 -0.731 0.891 -0.12
C 5.878 -1.196 2.099 -0.15
O 5.281 -2.500 1.853 -0.06
C 5.731 -3.445 2.708 -0.39
O 6.848 -3.711 2.877 0.14
N 4.389 -1.716 -3.113 -0.05
C 4.662 -3.088 -2.580 -0.12
O 4.481 -3.113 -1.176 -0.01
C 5.193 -4.212 -0.670 -0.53
C 4.446 -5.539 -0.640 0.06
O 6.267 -4.105 -0.292 0.20
C 3.101 -1.182 -2.565 -0.05
C 1.856 -2.098 -2.548 -0.75
O 1.727 -3.100 -2.005 0.11
Cl 0.389 -1.474 -3.401 0.73
C 4.562 -1.958 -4.620 -0.13
P 3.080 -1.998 -5.758 0.55
N 2.134 -3.192 -5.441 -0.11
O 3.524 -2.249 -7.311 -0.12
O 2.367 -0.560 -5.740 -0.14
C 5.881 -1.280 -5.117 -0.33
N 6.946 -2.094 -5.484 0.15
C 7.468 -3.012 -4.753 -0.30
C 7.124 -4.478 -5.094 -0.01
C 8.494 -2.885 -3.654 0.00
O 5.542 -0.590 -6.416 -0.13
N 6.299 -1.040 -7.496 -0.02
O 5.957 -0.516 -8.482 0.11
H 10.367 0.982 -5.343 0.08
H 9.775 -0.679 -5.563 0.07
H 9.904 -0.037 -3.918 0.08
H 7.859 0.629 -6.037 0.11
H 8.230 1.834 -4.785 0.11
H 5.400 1.903 -3.482 0.15
H 4.134 1.025 -4.293 0.11
H 6.095 1.778 -6.323 0.12
H 6.393 3.842 -5.874 0.09
H 4.022 1.664 -7.141 0.11
H 3.197 2.290 -5.686 0.12
H 3.774 4.443 -6.394 0.08
H 4.857 3.904 -7.556 0.07
H 4.868 0.163 -2.471 0.12
H 6.731 -1.862 -1.428 0.09
H 7.313 -0.232 -1.642 0.13
H 5.546 0.700 -0.290 0.11
H 4.813 -0.938 -0.031 0.09
H 7.331 -1.606 0.632 0.12
H 7.321 0.129 1.205 0.12
H 6.495 -1.283 2.998 0.13
H 5.049 -0.507 2.300 0.13
H 4.972 -4.029 3.263 0.15
H 5.700 -3.392 -2.757 0.14
H 3.925 -3.803 -2.969 0.14
H 5.167 -6.355 -0.622 0.10
H 3.785 -5.612 -1.513 0.09
H 3.818 -5.547 0.258 0.11
H 2.807 -0.275 -3.099 0.12
H 3.220 -0.858 -1.521 0.14
H 4.842 -3.017 -4.723 0.11
H 2.490 -3.706 -4.637 -0.02
H 4.322 -2.801 -7.250 0.07
H 3.056 0.103 -5.946 0.04
H 6.942 -5.056 -4.182 0.08
H 6.302 -4.518 -5.813 0.08
H 8.020 -4.885 -5.590 0.11
H 9.509 -3.000 -4.059 0.11
H 8.433 -1.981 -3.048 0.07
H 8.361 -3.740 -2.973 0.09
C -2.760 0.358 -3.142 -0.02
C -2.616 1.382 -2.047 -0.33
C -3.870 2.164 -1.752 -0.09
O -3.349 3.417 -1.286 0.06
C -2.122 3.575 -1.855 -0.58
O -1.498 4.584 -1.839 0.17
O -1.706 2.420 -2.438 0.08
H -1.848 -0.237 -3.217 0.01
H -3.597 -0.315 -2.953 0.10
H -2.903 0.842 -4.110 0.10
H -2.226 0.908 -1.141 0.14
H -4.485 1.694 -0.986 0.13
H -4.483 2.351 -2.638 0.15
C -0.696 1.912 3.214 -0.01
C 0.167 2.375 2.064 -0.31
C -0.355 1.987 0.708 -0.09
O 0.845 1.876 -0.066 0.08
C 1.844 1.574 0.793 -0.55
O 2.934 1.220 0.457 0.14
O 1.450 1.723 2.078 0.10
H -0.324 2.319 4.155 0.09
H -1.729 2.235 3.085 0.09
H -0.669 0.825 3.308 0.09
H 0.334 3.454 2.129 0.17
H -1.017 2.737 0.284 0.13
H -0.860 1.017 0.701 0.14
C -8.454 5.045 0.367 -0.02
C -8.232 3.653 0.910 -0.33
C -6.891 3.067 0.558 -0.11
O -7.163 1.663 0.525 0.05
C -8.485 1.519 0.222 -0.56
O -8.996 0.490 -0.076 0.16
O -9.134 2.711 0.306 0.09
H -9.390 5.455 0.747 0.09
H -7.643 5.714 0.656 0.09
H -8.536 5.029 -0.721 0.09
H -8.399 3.639 1.991 0.15
H -6.129 3.292 1.302 0.14
H -6.530 3.375 -0.428 0.13
C 7.997 3.857 -2.053 -0.02
C 9.399 3.751 -1.515 -0.34
C 10.348 4.805 -2.023 -0.09
O 11.605 4.118 -1.997 0.07
C 11.339 2.790 -2.135 -0.55
O 12.152 1.957 -2.358 0.17
O 10.005 2.548 -1.983 0.07
H 7.346 3.131 -1.560 0.08
H 7.578 4.851 -1.896 0.10
H 7.975 3.624 -3.119 0.07
H 9.388 3.731 -0.421 0.16
H 10.376 5.687 -1.387 0.14
H 10.144 5.113 -3.052 0.14
C -10.390 0.068 3.759 -0.01
C -10.225 1.098 4.849 -0.33
C -11.476 1.884 5.137 -0.09
O -10.953 3.139 5.592 0.06
C -9.728 3.291 5.026 -0.56
O -9.104 4.304 5.032 0.15
O -9.308 2.134 4.450 0.08
H -9.488 -0.540 3.673 0.09
H -11.231 -0.595 3.963 0.09
H -10.539 0.546 2.788 0.09
H -9.834 0.632 5.755 0.14
H -12.090 1.422 5.906 0.13
H -12.088 2.065 4.250 0.14
C -10.211 2.386 9.728 -0.01
C -11.166 1.248 9.456 -0.32
C -10.981 0.060 10.365 -0.09
O -11.410 -1.029 9.537 0.06
C -11.209 -0.656 8.248 -0.55
O -11.272 -1.390 7.313 0.15
O -10.924 0.668 8.163 0.07
H -10.467 3.251 9.115 0.09
H -10.244 2.686 10.776 0.09
H -9.189 2.107 9.468 0.09
H -12.198 1.608 9.478 0.16
H -11.590 0.120 11.264 0.14
H -9.939 -0.110 10.650 0.14
C -12.289 -4.079 8.008 -0.03
C -12.094 -5.481 8.533 -0.33
C -10.758 -6.085 8.183 -0.10
O -11.056 -7.483 8.130 0.06
C -12.377 -7.602 7.815 -0.55
O -12.903 -8.618 7.500 0.17
O -13.005 -6.400 7.912 0.09
H -13.222 -3.660 8.387 0.09
H -11.475 -3.428 8.310 0.06
H -12.363 -4.075 6.920 0.10
H -12.270 -5.509 9.613 0.16
H -9.997 -5.885 8.935 0.14
H -10.386 -5.771 7.204 0.14
```

**E_tot**: -147950.5527 eV
**Net charge**: +1
**Kohn-Sham gap**: 8.4 eV

---

Entry 8:
DFT (ωB97M-V with the def2-TZVPD basis set) results for a 2-piece molecular cluster, C3H10NOS overall.

Geometry as XYZ:
```
16
Properties=species:S:1:pos:R:3:lowdin_charge:R:1
C -1.801 -0.322 -2.489 -0.74
S -0.106 -0.562 -1.850 -0.05
H -2.047 0.746 -2.563 -0.02
H -1.949 -0.746 -3.484 -0.03
H -2.569 -0.759 -1.837 -0.02
C 2.314 0.412 1.562 -0.52
N 0.954 0.886 1.303 -0.13
C -0.006 -0.174 1.624 -0.44
O -1.261 0.032 1.037 -0.15
H 2.422 0.118 2.615 -0.03
H 3.052 1.178 1.312 -0.04
H 2.572 -0.458 0.938 0.01
H 0.856 1.085 0.312 0.04
H 0.397 -1.142 1.287 0.08
H -0.150 -0.145 2.708 0.08
H -1.175 -0.122 0.072 -0.05
```

**E_tot**: -17642.4003 eV
**Multiplicity**: 2
**Energy above the lowest of the compared OMol25 structures with the same formula, charge and spin**: 89.6 kJ/mol
**Net charge**: -2
**Kohn-Sham gap (alpha / beta)**: 2.1 / 6.4 eV